Model A:
Density functional theory data (wB97M-V/def2-TZVPD) for a cluster of 2 separate species, C6H13NS in total.

Results
HOMO: -8.387 eV
Orbital gap: 9.3 eV
Structure (SMILES): C=CN=C.CCSC
E_LUMO: 0.89 eV

```
21
C6H13NS (wB97M-V/def2-TZVPD)
C 1.092 3.065 -3.045
C 0.738 2.139 -2.125
N 1.543 1.603 -1.105
C 2.592 0.967 -1.417
H 2.071 3.571 -3.008
H 0.229 3.454 -3.664
H -0.298 1.796 -2.096
H 3.315 0.627 -0.674
H 2.746 0.600 -2.482
C 0.069 -1.141 0.222
C -1.077 -1.024 1.199
S -0.605 -1.784 2.746
C -2.270 -2.148 3.275
H -0.187 -0.638 -0.738
H 0.273 -2.198 -0.028
H 1.008 -0.675 0.548
H -1.986 -1.547 0.809
H -1.392 0.030 1.381
H -2.917 -1.252 3.310
H -2.739 -2.885 2.621
H -2.207 -2.559 4.272
```

***

Model B:
Density functional theory data (wB97M-V/def2-TZVPD) for the molecule C6H13NS.

Results
HOMO: -8.881 eV
Orbital gap: 9.8 eV
Structure (SMILES): CC(C)[C@]1(CN)CS1
E_LUMO: 0.88 eV

```
21
C6H13NS (wB97M-V/def2-TZVPD)
C 1.632 0.880 0.100
C 0.737 -0.219 -0.565
C 1.554 -1.518 -0.497
C -0.635 -0.338 -0.006
C -1.347 1.030 0.388
N -1.500 1.840 -0.780
C -0.978 -1.328 0.994
S -1.785 -1.646 -0.560
H 2.584 0.871 -0.456
H 1.303 1.886 0.070
H 1.979 0.670 1.101
H 0.579 0.095 -1.580
H 2.138 -1.503 0.383
H 0.890 -2.388 -0.457
H 2.317 -1.664 -1.333
H -0.929 1.642 1.250
H -2.393 0.730 0.685
H -2.064 2.684 -0.512
H -2.261 1.258 -1.340
H -1.518 -0.830 1.810
H -0.302 -2.151 1.303
```

***

We find model B to be the most stable, with the next structure 0.0220 hartree higher.

***

Model A:
Density functional theory data (wB97M-V/def2-TZVPD) for a cluster of 2 separate species, C6H13NS in total.

Results
HOMO: -7.415 eV
Orbital gap: 4.1 eV
E_LUMO: -3.27 eV

```
21
C6H13NS (wB97M-V/def2-TZVPD)
C 1.288 -1.962 -0.909
C 1.170 -1.333 -2.117
C 2.151 -0.134 0.239
N 1.738 -1.460 0.233
H 1.060 -3.018 -0.911
H 1.351 -0.275 -2.268
H 0.890 -1.903 -2.995
H 3.206 -0.063 -0.051
H 2.033 0.313 1.239
H 1.545 0.524 -0.417
C -2.018 -0.092 -0.921
C -1.774 -0.295 0.582
C -1.536 1.017 1.338
S -0.051 1.891 0.808
H -2.314 -1.026 -1.399
H -1.124 0.265 -1.411
H -2.817 0.631 -1.064
H -2.638 -0.817 0.981
H -0.903 -0.933 0.716
H -1.403 0.788 2.386
H -2.418 1.642 1.243
```

***

Model B:
Density functional theory data (wB97M-V/def2-TZVPD) for the molecule C6H13NS.

Results
HOMO: -8.454 eV
Orbital gap: 9.3 eV
Structure (SMILES): C/C=C(/CN)CCS
E_LUMO: 0.89 eV

```
21
C6H13NS (wB97M-V/def2-TZVPD)
C 2.126 -1.344 -0.547
C 1.565 0.016 -0.271
C 0.440 0.305 0.382
C 0.032 1.767 0.504
N -0.971 2.113 -0.513
C -0.469 -0.745 0.999
C -1.440 -1.443 0.030
S -2.989 -0.545 -0.294
H 3.159 -1.438 -0.176
H 2.208 -1.528 -1.636
H 1.517 -2.188 -0.098
H 2.151 0.847 -0.673
H -0.438 1.915 1.464
H 0.926 2.383 0.433
H -1.297 3.070 -0.373
H -0.559 2.066 -1.445
H -1.049 -0.318 1.797
H 0.172 -1.518 1.445
H -1.748 -2.407 0.458
H -0.925 -1.656 -0.926
H -2.411 0.648 -0.561
```

***

We find model B to be the most stable, with the next structure 0.1726 hartree higher.

***

Model A:
Density functional theory data (wB97M-V/def2-TZVPD) for the molecule C5H7Cl.

Results
HOMO: -9.326 eV
Orbital gap: 10.1 eV
Structure (SMILES): C=CC(=C)CCl
E_LUMO: 0.75 eV

```
13
C5H7Cl (wB97M-V/def2-TZVPD)
C -1.956 1.418 0.395
C -1.184 0.380 0.674
C -0.664 -0.463 -0.400
C -1.268 -0.890 -1.536
C 0.737 -0.885 -0.320
Cl 1.903 0.211 0.592
H -2.294 2.042 1.192
H -2.269 1.708 -0.606
H -0.965 0.108 1.779
H -0.623 -1.202 -2.354
H -2.317 -0.717 -1.775
H 1.213 -0.990 -1.324
H 0.900 -1.890 0.142
```

***

Model B:
Density functional theory data (wB97M-V/def2-TZVPD) for the molecule C5H7Cl.

Results
HOMO: -9.207 eV
Orbital gap: 9.5 eV
Structure (SMILES): C=C/C=C\CCl
E_LUMO: 0.27 eV

```
13
C5H7Cl (wB97M-V/def2-TZVPD)
C -0.278 1.416 -1.374
C -0.804 1.125 -0.160
C -1.105 -0.136 0.431
C -0.255 -1.222 0.660
C 1.111 -0.983 0.579
Cl 2.045 -1.819 -0.812
H 0.188 0.642 -2.127
H -0.123 2.492 -1.405
H -1.197 2.048 0.368
H -2.020 -0.309 0.896
H -0.826 -2.004 1.207
H 1.544 -0.042 0.325
H 1.721 -1.209 1.411
```

***

Model C:
Density functional theory data (wB97M-V/def2-TZVPD) for the molecule C5H7Cl.

Results
HOMO: -9.631 eV
Orbital gap: 10.0 eV
Structure (SMILES): C#CC(C)(C)Cl
E_LUMO: 0.35 eV

```
13
C5H7Cl (wB97M-V/def2-TZVPD)
C 2.425 -0.679 -0.829
C 1.351 0.131 -0.388
C 0.000 0.341 0.262
C -0.023 0.208 1.745
C -0.833 1.699 0.077
Cl -1.063 -0.941 -0.665
H 3.498 -1.153 -0.712
H -1.021 0.645 2.190
H 0.242 -0.906 1.956
H 0.931 0.542 2.142
H -1.730 1.977 0.729
H -0.362 2.606 0.603
H -1.015 2.095 -0.817
```

***

Model D:
Density functional theory data (wB97M-V/def2-TZVPD) for the molecule C5H7Cl.

Results
HOMO: -10.271 eV
Orbital gap: 11.2 eV
Structure (SMILES): C#CC(C)(C)Cl
E_LUMO: 0.94 eV

```
13
C5H7Cl (wB97M-V/def2-TZVPD)
C -0.023 2.585 0.080
C 0.204 1.417 -0.032
C 0.361 -0.167 0.004
C -0.211 -0.732 -1.285
C -0.209 -0.797 1.253
Cl 2.157 -0.419 -0.001
H -0.176 3.623 0.118
H 0.114 -1.762 -1.417
H -1.298 -0.707 -1.246
H 0.122 -0.149 -2.140
H 0.010 -1.863 1.230
H 0.235 -0.370 2.148
H -1.287 -0.659 1.287
```

***

We find model A to be the most stable, with the next structure 0.0086 hartree higher.

***

Model A:
Density functional theory data (wB97M-V/def2-TZVPD) for a cluster of 2 separate species, CH5NOP2 in total.

Results
HOMO: -9.713 eV
Orbital gap: 10.5 eV
Structure (SMILES): O=[PH2]P.C#N
E_LUMO: 0.75 eV

```
10
CH5NOP2 (wB97M-V/def2-TZVPD)
O -0.126 -0.887 -1.698
P -0.199 0.379 -0.950
P 1.487 0.926 0.388
H -1.449 0.586 -0.586
H -0.165 1.449 -1.945
H 0.820 0.644 1.706
H 1.071 2.297 0.187
C -0.604 -1.840 1.002
N -0.406 -0.767 1.339
H -0.429 -2.786 0.558
```

***

Model B:
Density functional theory data (wB97M-V/def2-TZVPD) for the molecule CH5NOP2.

Results
HOMO: -9.334 eV
Orbital gap: 9.0 eV
Structure (SMILES): [H]/N=C/O[PH]#[PH2]
E_LUMO: -0.34 eV

```
10
CH5NOP2 (wB97M-V/def2-TZVPD)
H -1.899 -0.512 -1.189
N -1.006 -0.383 -0.725
C -0.783 0.858 -0.858
O 0.376 1.343 -0.486
P 1.782 0.025 0.208
P 0.445 -1.324 1.177
H -1.661 1.577 -1.045
H 1.762 -0.409 -1.052
H -0.277 -0.019 1.617
H 1.263 -1.155 2.354
```

***

We find model B to be the most stable, with the next structure 0.0056 hartree higher.